(1)
{"formula": "C42H82BNO6Si", "method": "ωB97M-V/def2-TZVPD", "elements": ["C", "N", "C", "B", "C", "C", "C", "C", "C", "C", "C", "C", "Si", "C", "C", "C", "C", "C", "C", "C", "C", "H", "H", "H", "H", "H", "H", "H", "H", "H", "H", "H", "H", "H", "H", "H", "H", "H", "H", "H", "H", "H", "H", "H", "H", "H", "H", "H", "H", "H", "H", "H", "H", "H", "H", "C", "C", "C", "O", "C", "H", "H", "H", "H", "H", "H", "H", "H", "C", "C", "C", "O", "C", "H", "H", "H", "H", "H", "H", "H", "H", "C", "C", "C", "O", "C", "H", "H", "H", "H", "H", "H", "H", "H", "C", "C", "C", "O", "C", "H", "H", "H", "H", "H", "H", "H", "H", "C", "C", "C", "O", "C", "H", "H", "H", "H", "H", "H", "H", "H", "C", "C", "C", "O", "C", "H", "H", "H", "H", "H", "H", "H", "H"], "positions_angstrom": [[-4.946, 3.385, -2.439], [-4.344, 2.178, -3.054], [-3.109, 2.523, -3.801], [-2.031, 1.350, -3.638], [-1.900, 0.718, -2.195], [-0.664, -0.190, -1.993], [-0.566, -0.562, -0.480], [-1.642, -1.633, -0.146], [-1.293, -2.355, 1.185], [-2.143, -1.919, 2.393], [-1.917, -0.449, 2.833], [-0.506, -0.265, 3.461], [0.332, 1.405, 3.050], [-0.796, 2.600, 2.121], [0.824, 2.150, 4.720], [1.850, 0.952, 1.995], [2.032, 1.388, 0.685], [3.151, 0.971, -0.018], [4.070, 0.134, 0.634], [3.906, -0.295, 1.929], [2.773, 0.133, 2.610], [-6.035, 3.253, -2.397], [-4.706, 4.264, -3.050], [-4.593, 3.492, -1.405], [-5.020, 1.778, -3.693], [-3.299, 2.786, -4.855], [-2.685, 3.420, -3.318], [-1.345, 0.994, -4.554], [-2.841, 0.203, -1.962], [-1.855, 1.582, -1.505], [-0.809, -1.099, -2.591], [0.271, 0.306, -2.286], [0.436, -0.943, -0.252], [-0.830, 0.337, 0.090], [-2.665, -1.241, -0.168], [-1.583, -2.381, -0.953], [-1.515, -3.423, 1.024], [-0.211, -2.306, 1.364], [-1.887, -2.572, 3.239], [-3.198, -2.027, 2.104], [-2.073, 0.178, 1.945], [-2.656, -0.222, 3.614], [-0.500, -0.421, 4.549], [0.118, -1.079, 3.061], [-0.531, 3.654, 2.267], [-0.794, 2.376, 1.047], [-1.824, 2.458, 2.482], [1.202, 3.176, 4.634], [1.511, 1.513, 5.289], [-0.109, 2.194, 5.307], [1.292, 2.052, 0.245], [3.252, 1.302, -1.050], [4.971, -0.201, 0.116], [4.600, -0.952, 2.449], [2.594, -0.211, 3.630], [9.068, -2.263, 3.568], [8.513, -2.118, 4.979], [7.540, -0.961, 4.813], [7.047, -1.032, 3.472], [7.841, -1.958, 2.723], [9.492, -3.245, 3.361], [9.842, -1.513, 3.393], [7.974, -3.026, 5.261], [9.274, -1.925, 5.735], [8.044, 0.001, 4.947], [6.700, -1.012, 5.507], [7.243, -2.861, 2.554], [8.091, -1.522, 1.754], [-7.725, 7.171, -5.207], [-6.336, 7.773, -5.368], [-5.685, 7.411, -4.041], [-6.278, 6.178, -3.616], [-7.425, 5.901, -4.427], [-8.233, 6.979, -6.152], [-8.353, 7.838, -4.611], [-5.811, 7.281, -6.190], [-6.340, 8.845, -5.560], [-5.891, 8.168, -3.277], [-4.605, 7.285, -4.123], [-7.173, 5.073, -5.100], [-8.254, 5.591, -3.790], [3.928, -1.484, -3.357], [5.120, -2.238, -2.819], [6.167, -2.010, -3.898], [5.875, -0.731, -4.476], [4.591, -0.286, -4.019], [3.215, -1.205, -2.581], [3.417, -2.089, -4.110], [5.446, -1.777, -1.882], [4.929, -3.294, -2.634], [6.093, -2.769, -4.685], [7.187, -2.011, -3.511], [4.754, 0.526, -3.301], [4.015, 0.104, -4.859], [-3.214, -3.760, 6.856], [-2.028, -4.521, 7.433], [-0.972, -4.311, 6.359], [-1.242, -3.038, 5.761], [-2.529, -2.579, 6.187], [-3.949, -3.458, 7.601], [-3.721, -4.374, 6.107], [-1.708, -4.057, 8.369], [-2.232, -5.573, 7.628], [-1.042, -5.076, 5.577], [0.043, -4.318, 6.760], [-2.379, -1.755, 6.893], [-3.084, -2.201, 5.326], [-4.523, 0.602, -9.101], [-4.696, 0.804, -7.601], [-4.634, 2.319, -7.483], [-5.160, 2.848, -8.704], [-5.282, 1.794, -9.664], [-4.901, -0.352, -9.463], [-3.465, 0.673, -9.365], [-5.679, 0.443, -7.288], [-3.941, 0.300, -6.999], [-3.601, 2.668, -7.380], [-5.215, 2.699, -6.640], [-6.347, 1.565, -9.784], [-4.890, 2.129, -10.625], [3.034, -4.135, 3.314], [4.526, -4.207, 3.611], [4.603, -3.548, 4.980], [3.364, -3.827, 5.640], [2.432, -4.362, 4.692], [2.696, -4.863, 2.578], [2.775, -3.137, 2.951], [4.843, -5.251, 3.679], [5.147, -3.711, 2.865], [4.703, -2.460, 4.891], [5.431, -3.925, 5.583], [2.312, -5.431, 4.902], [1.466, -3.872, 4.815]], "total_charge": 0, "smiles": "CNCBCCCCCCCC[Si](C)(C)c1ccccc1.C1CCOC1.C1CCOC1.C1CCOC1.C1CCOC1.C1CCOC1.C1CCOC1"}

(2)
{"formula": "C42H84N8O11", "method": "ωB97M-V/def2-TZVPD", "elements": ["C", "C", "C", "C", "C", "C", "C", "C", "C", "C", "N", "C", "C", "O", "C", "C", "O", "O", "C", "O", "O", "C", "C", "C", "C", "N", "C", "C", "C", "C", "C", "H", "H", "H", "H", "H", "H", "H", "H", "H", "H", "H", "H", "H", "H", "H", "H", "H", "H", "H", "H", "H", "H", "H", "H", "H", "H", "H", "H", "H", "H", "H", "H", "H", "H", "H", "H", "H", "H", "H", "H", "H", "H", "C", "C", "O", "N", "C", "H", "H", "H", "H", "H", "H", "H", "C", "C", "O", "N", "C", "H", "H", "H", "H", "H", "H", "H", "C", "C", "O", "N", "C", "H", "H", "H", "H", "H", "H", "H", "C", "C", "O", "N", "C", "H", "H", "H", "H", "H", "H", "H", "C", "C", "O", "N", "C", "H", "H", "H", "H", "H", "H", "H", "C", "C", "O", "N", "C", "H", "H", "H", "H", "H", "H", "H"], "positions_angstrom": [[-2.838, -1.054, 5.719], [-3.663, -1.126, 4.449], [-3.942, 0.223, 3.763], [-2.788, 1.201, 3.820], [-3.073, 2.469, 3.036], [-3.267, 2.266, 1.520], [-2.510, 1.091, 0.929], [-1.027, 1.346, 0.763], [-0.379, 0.144, 0.057], [0.604, -0.633, 0.898], [1.861, 0.051, 1.182], [2.123, 1.239, 0.401], [2.003, 2.645, 0.951], [2.492, 1.098, -0.760], [2.269, 0.088, 2.591], [1.679, 1.001, 3.628], [3.184, -0.669, 2.890], [-0.116, -0.876, 2.120], [0.072, -2.134, 2.603], [-0.232, -2.494, 3.734], [0.597, -2.894, 1.638], [0.849, -2.119, 0.422], [2.312, -2.453, 0.173], [3.037, -1.833, -1.021], [2.351, -1.330, -2.246], [4.304, -1.697, -0.977], [-0.144, -2.677, -0.627], [-1.523, -2.964, -0.046], [0.343, -3.924, -1.372], [0.359, -5.245, -0.583], [-0.887, -6.118, -0.745], [-1.887, -0.557, 5.587], [-3.382, -0.574, 6.526], [-2.614, -2.061, 6.056], [-3.236, -1.825, 3.740], [-4.631, -1.538, 4.724], [-4.823, 0.672, 4.219], [-4.204, -0.009, 2.736], [-2.651, 1.483, 4.859], [-1.876, 0.726, 3.470], [-2.304, 3.216, 3.209], [-3.990, 2.910, 3.420], [-2.943, 3.161, 0.992], [-4.319, 2.143, 1.287], [-2.703, 0.160, 1.444], [-2.865, 0.946, -0.085], [-0.550, 1.592, 1.704], [-0.916, 2.217, 0.124], [-1.190, -0.518, -0.191], [0.060, 0.430, -0.893], [3.007, 2.992, 1.172], [1.647, 3.252, 0.130], [1.357, 2.753, 1.802], [2.050, 2.005, 3.476], [0.599, 0.974, 3.673], [2.054, 0.690, 4.588], [2.890, -2.146, 1.033], [2.404, -3.530, 0.121], [3.023, -0.708, -2.814], [1.496, -0.715, -1.989], [1.985, -2.114, -2.898], [4.657, -2.048, -0.086], [-0.296, -1.915, -1.385], [-2.174, -3.258, -0.861], [-1.508, -3.787, 0.654], [-1.969, -2.123, 0.474], [-0.344, -4.062, -2.201], [1.317, -3.792, -1.816], [0.557, -5.109, 0.475], [1.188, -5.831, -0.969], [-1.238, -6.127, -1.769], [-0.614, -7.143, -0.513], [-1.678, -5.857, -0.056], [6.132, -0.029, 1.805], [7.226, 0.843, 1.238], [7.522, 1.918, 1.734], [7.876, 0.386, 0.136], [7.653, -0.853, -0.590], [5.702, 0.465, 2.670], [5.345, -0.186, 1.065], [6.530, -0.996, 2.117], [8.593, 1.011, -0.195], [8.565, -1.453, -0.590], [7.378, -0.636, -1.623], [6.856, -1.428, -0.136], [-7.986, -0.972, -0.220], [-7.001, -0.342, 0.736], [-5.795, -0.433, 0.580], [-7.506, 0.341, 1.797], [-8.897, 0.557, 2.150], [-7.430, -1.477, -1.004], [-8.609, -1.704, 0.295], [-8.623, -0.212, -0.673], [-6.795, 0.733, 2.395], [-9.113, 1.627, 2.176], [-9.100, 0.139, 3.137], [-9.556, 0.086, 1.430], [-3.398, -0.245, -2.660], [-2.285, -0.671, -3.587], [-1.366, -1.385, -3.197], [-2.318, -0.224, -4.863], [-3.306, 0.639, -5.490], [-3.197, -0.672, -1.682], [-3.429, 0.842, -2.570], [-4.364, -0.611, -3.007], [-1.539, -0.540, -5.425], [-3.746, 0.115, -6.340], [-2.805, 1.537, -5.850], [-4.091, 0.922, -4.799], [-0.137, 5.265, -4.238], [-0.944, 3.990, -4.323], [-2.151, 4.001, -4.520], [-0.280, 2.819, -4.172], [1.136, 2.607, -3.935], [-0.806, 6.108, -4.378], [0.342, 5.353, -3.263], [0.627, 5.290, -5.016], [-0.875, 2.007, -4.242], [1.557, 2.005, -4.743], [1.283, 2.068, -2.998], [1.668, 3.551, -3.883], [3.927, -0.852, 6.545], [3.571, 0.490, 7.141], [2.536, 1.072, 6.855], [4.452, 1.041, 8.016], [5.722, 0.505, 8.469], [3.133, -1.157, 5.871], [4.858, -0.787, 5.982], [4.031, -1.604, 7.329], [4.156, 1.935, 8.374], [5.707, 0.378, 9.553], [6.530, 1.191, 8.211], [5.921, -0.456, 8.009], [2.077, 0.289, -8.009], [0.793, 1.075, -7.894], [-0.099, 0.748, -7.125], [0.655, 2.173, -8.678], [1.596, 2.713, -9.643], [2.032, -0.550, -7.322], [2.205, -0.092, -9.023], [2.934, 0.911, -7.749], [-0.223, 2.650, -8.550], [1.870, 3.732, -9.366], [1.142, 2.734, -10.635], [2.496, 2.110, -9.685]], "total_charge": 0, "smiles": "[H]/N=C(/C)C[C@@]1([C@H](C)CCC)OC(=O)O[C@@]1(CCCCCCCCC)N(C(C)=O)C(C)=O.CNC(C)=O.CNC(C)=O.CNC(C)=O.CNC(C)=O.CNC(C)=O.CNC(C)=O"}

(3)
{"formula": "C42H90F2NO4P2Si", "method": "ωB97M-V/def2-TZVPD", "elements": ["C", "C", "P", "C", "C", "C", "F", "F", "C", "C", "Si", "C", "C", "C", "C", "C", "C", "C", "C", "O", "P", "N", "C", "C", "O", "O", "C", "O", "H", "H", "H", "H", "H", "H", "H", "H", "H", "H", "H", "H", "H", "H", "H", "H", "H", "H", "H", "H", "H", "H", "H", "H", "H", "H", "H", "H", "H", "H", "H", "H", "H", "H", "C", "C", "C", "C", "C", "C", "H", "H", "H", "H", "H", "H", "H", "H", "H", "H", "H", "H", "H", "H", "C", "C", "C", "C", "C", "C", "H", "H", "H", "H", "H", "H", "H", "H", "H", "H", "H", "H", "H", "H", "C", "C", "C", "C", "C", "C", "H", "H", "H", "H", "H", "H", "H", "H", "H", "H", "H", "H", "H", "H", "C", "C", "C", "C", "C", "C", "H", "H", "H", "H", "H", "H", "H", "H", "H", "H", "H", "H", "H", "H"], "positions_angstrom": [[2.590, -2.728, 4.304], [1.037, -2.887, 4.228], [0.385, -2.545, 2.527], [-1.263, -3.408, 2.447], [-0.033, -0.727, 2.284], [0.203, -0.148, 0.843], [-0.546, 0.972, 0.730], [1.546, 0.149, 0.689], [-0.169, -1.142, -0.278], [-1.098, -0.553, -1.375], [-0.258, 0.474, -2.725], [-1.316, 2.050, -2.929], [-0.261, -0.377, -4.427], [1.534, 0.951, -2.370], [2.607, 0.061, -2.274], [3.888, 0.509, -2.032], [4.196, 1.852, -1.901], [3.122, 2.764, -1.982], [1.815, 2.305, -2.215], [-1.358, -0.316, 2.594], [-1.586, -0.287, 4.315], [-3.321, -0.760, 4.145], [-1.907, 1.602, 4.450], [-1.312, 2.247, 5.714], [-0.109, 2.988, 5.442], [0.110, 0.106, 4.534], [0.825, 0.081, 3.346], [0.958, 1.487, 3.018], [3.017, -2.846, 3.297], [2.964, -3.546, 4.932], [2.849, -1.735, 4.685], [0.525, -2.358, 5.038], [0.849, -3.961, 4.400], [-1.449, -3.880, 3.421], [-2.090, -2.700, 2.304], [-1.303, -4.127, 1.619], [0.766, -1.494, -0.734], [-0.657, -2.048, 0.106], [-1.942, 0.005, -0.949], [-1.556, -1.419, -1.889], [-2.348, 1.703, -3.063], [-0.924, 2.589, -3.802], [-1.229, 2.644, -2.009], [-1.219, -0.863, -4.648], [-0.014, 0.367, -5.198], [0.565, -1.105, -4.431], [2.433, -1.008, -2.396], [4.719, -0.196, -1.963], [5.197, 2.242, -1.737], [3.341, 3.828, -1.885], [1.036, 3.066, -2.260], [-1.853, -0.298, 5.755], [-1.353, -1.692, 4.493], [-3.941, -0.133, 4.643], [-3.582, -0.848, 3.169], [-2.990, 1.818, 4.507], [-1.526, 2.200, 3.606], [-1.096, 1.505, 6.500], [-2.031, 2.968, 6.157], [0.303, 3.207, 6.284], [1.873, -0.257, 3.415], [1.892, 1.619, 2.828], [-4.947, -2.284, 1.056], [-4.079, -2.535, -0.172], [-4.862, -2.503, -1.483], [-5.948, -3.571, -1.618], [-5.459, -5.012, -1.479], [-4.457, -5.418, -2.557], [-5.710, -3.056, 1.178], [-4.338, -2.283, 1.960], [-5.446, -1.315, 0.988], [-3.556, -3.491, -0.063], [-3.302, -1.767, -0.212], [-4.157, -2.592, -2.317], [-5.330, -1.519, -1.592], [-6.431, -3.453, -2.595], [-6.730, -3.392, -0.875], [-6.325, -5.678, -1.542], [-5.020, -5.173, -0.491], [-4.889, -5.304, -3.554], [-4.170, -6.464, -2.434], [-3.546, -4.820, -2.506], [1.298, 4.862, -8.648], [1.244, 3.426, -8.133], [1.164, 3.330, -6.610], [2.364, 3.908, -5.858], [3.707, 3.298, -6.206], [3.766, 1.815, -5.868], [2.190, 5.384, -8.297], [1.318, 4.874, -9.739], [0.421, 5.424, -8.322], [2.111, 2.871, -8.505], [0.363, 2.937, -8.557], [1.030, 2.281, -6.331], [0.261, 3.847, -6.270], [2.217, 3.757, -4.784], [2.409, 4.989, -6.025], [4.475, 3.827, -5.635], [3.959, 3.447, -7.261], [3.564, 1.676, -4.803], [4.765, 1.428, -6.080], [3.056, 1.231, -6.456], [-7.036, 5.123, 1.594], [-5.610, 5.195, 1.054], [-5.389, 4.339, -0.191], [-5.592, 2.837, 0.011], [-4.718, 2.204, 1.094], [-3.225, 2.299, 0.802], [-7.296, 4.112, 1.912], [-7.149, 5.779, 2.459], [-7.756, 5.441, 0.835], [-4.906, 4.913, 1.841], [-5.386, 6.236, 0.803], [-4.379, 4.522, -0.568], [-6.069, 4.678, -0.980], [-5.399, 2.331, -0.942], [-6.644, 2.639, 0.245], [-4.987, 1.147, 1.180], [-4.931, 2.653, 2.068], [-2.982, 1.819, -0.149], [-2.655, 1.800, 1.585], [-2.885, 3.337, 0.760], [7.981, -5.783, 3.121], [8.088, -4.452, 2.384], [8.591, -3.309, 3.264], [7.693, -2.960, 4.452], [6.257, -2.584, 4.089], [6.158, -1.334, 3.222], [7.260, -5.735, 3.939], [7.653, -6.570, 2.440], [8.949, -6.078, 3.534], [7.120, -4.197, 1.946], [8.780, -4.573, 1.545], [8.733, -2.421, 2.640], [9.585, -3.567, 3.646], [8.150, -2.129, 4.999], [7.671, -3.801, 5.152], [5.703, -2.407, 5.015], [5.757, -3.418, 3.590], [6.615, -0.476, 3.721], [5.113, -1.090, 3.026], [6.649, -1.472, 2.256]], "total_charge": -1}

HOMO-LUMO gap readings, ordered: 0.3341, 0.3513, 0.2454 hartree
HOMO readings, ordered: -8.44, -9.09, -4.40 eV